1.
{"formula": "C9H18F6NOPRb", "method": "ωB97M-V/def2-TZVPD", "elements": ["C", "H", "F", "C", "H", "H", "C", "H", "P", "H", "Rb", "H", "H", "C", "F", "F", "H", "H", "F", "H", "H", "N", "H", "H", "F", "C", "C", "H", "H", "H", "C", "C", "C", "H", "H", "F", "O"], "positions_angstrom": [[1.013, 0.898, 1.960], [3.060, 2.222, -2.208], [-4.790, -1.446, -0.474], [2.103, 2.004, 1.737], [0.000, 1.300, 1.978], [1.897, -1.848, 2.616], [2.597, 1.248, -2.045], [-0.489, 2.011, -0.401], [-5.781, -2.471, -1.401], [-0.233, -2.105, 0.815], [-1.889, -2.063, -2.409], [0.100, 2.279, -1.966], [0.708, 3.218, -0.481], [0.432, 2.263, -0.928], [-6.629, -3.324, -2.467], [-6.990, -1.574, -0.918], [3.107, 2.878, -0.099], [1.970, 0.828, -2.831], [-4.453, -3.274, -1.829], [-1.087, -0.586, 1.054], [1.136, 0.618, 3.006], [1.246, -0.016, -0.342], [1.662, 2.919, 2.132], [3.008, 1.716, 2.271], [-5.458, -1.349, -2.524], [1.047, -0.433, 1.120], [2.161, -1.311, 1.705], [3.420, 0.622, -1.701], [3.499, 1.251, 0.301], [2.405, -2.011, 0.906], [1.663, 1.360, -0.771], [-0.263, -1.199, 1.419], [2.674, 1.964, 0.309], [-0.468, -1.439, 2.462], [3.081, -0.729, 1.761], [-5.994, -3.662, -0.366], [0.537, -0.762, -1.392]], "gap_ev": 4.52, "fmax_ha_per_bohr": 0.043, "homo_energy_ev": -2.61, "total_charge": -1, "energy_ev": -39417.215}


2.
{"formula": "C7H14N", "method": "ωB97M-V/def2-TZVPD", "elements": ["H", "H", "H", "C", "C", "H", "C", "H", "C", "C", "H", "C", "H", "H", "N", "H", "H", "H", "H", "C", "H", "H"], "positions_angstrom": [[-0.242, -1.552, 0.854], [-0.715, 1.229, -1.910], [-3.296, -0.936, -0.562], [-1.217, -0.331, -0.532], [1.782, -1.013, -1.225], [-2.220, 1.380, -1.307], [1.332, -0.368, -0.080], [2.826, -1.043, -1.514], [-0.075, -0.546, 0.457], [2.285, 0.789, 1.913], [2.967, 0.992, -0.070], [2.200, 0.550, 0.565], [-2.498, -1.160, 1.038], [3.048, 1.456, 2.265], [-1.260, 1.125, -1.060], [-2.888, 0.359, 0.656], [-0.849, 1.787, -0.398], [1.609, 0.319, 2.620], [-1.106, -0.917, -1.432], [-2.569, -0.563, 0.151], [-0.182, 0.021, 1.386], [1.067, -1.579, -1.814]], "gap_ev": [9.89, 7.91], "fmax_ha_per_bohr": 0.023, "multiplicity": 2, "homo_energy_ev": [-18.93, -19.76], "total_charge": 2, "energy_ev": -8956.106}


3.
{"formula": "C27H33FeNO5PS2", "method": "ωB97M-V/def2-TZVPD", "elements": ["O", "C", "C", "C", "C", "O", "H", "Fe", "C", "H", "O", "C", "H", "C", "C", "S", "H", "C", "C", "C", "H", "H", "H", "C", "H", "H", "H", "H", "O", "H", "H", "H", "H", "C", "C", "H", "H", "C", "H", "H", "N", "H", "H", "C", "H", "C", "C", "P", "C", "C", "C", "H", "H", "H", "C", "C", "H", "H", "O", "H", "H", "C", "H", "S", "H", "C", "C", "C", "H", "H"], "positions_angstrom": [[0.440, -3.673, -1.410], [-0.563, -5.822, -1.699], [-2.252, -2.598, -0.670], [0.011, 2.021, -0.716], [2.604, -1.997, 0.420], [-1.495, -2.107, -1.779], [-5.739, 2.687, 0.349], [1.028, -0.932, 0.103], [3.740, -4.094, 0.942], [-1.719, 0.793, -1.812], [0.601, 0.898, -0.662], [-0.625, 4.206, 2.038], [-3.276, -4.037, -1.915], [-0.999, 3.824, 0.757], [-3.517, -3.230, -1.218], [-0.111, -1.530, 1.758], [-0.248, 5.826, 3.393], [-4.859, 2.272, -0.130], [-0.548, 5.552, 2.388], [0.152, -4.669, -2.378], [1.900, 2.609, 1.270], [5.884, -4.009, 1.169], [1.098, -5.007, -2.812], [3.920, 0.126, 0.325], [-3.500, 3.196, 1.243], [-2.468, -1.782, 0.020], [2.570, 2.297, -0.333], [-4.121, -2.499, -1.754], [0.188, 2.875, -1.585], [2.049, 0.996, 2.961], [3.679, -5.160, 1.143], [4.904, 0.509, 0.663], [-1.550, -5.516, -1.349], [-3.852, 0.942, -1.850], [-2.452, 2.036, -0.219], [-1.472, 6.915, -0.563], [-0.403, 3.435, 2.762], [-1.070, 2.347, 0.381], [5.970, -1.561, 0.793], [-0.785, 7.583, 1.728], [2.832, 0.757, 1.054], [1.630, -3.886, 0.686], [-0.860, 0.659, 1.431], [-2.593, 1.213, -1.331], [0.007, -6.167, -0.834], [-4.989, 1.464, -1.253], [-1.309, 4.820, -0.170], [0.150, -2.082, -1.714], [4.974, -3.455, 0.962], [5.021, -2.088, 0.740], [-0.850, 6.535, 1.460], [-0.445, -4.252, -3.193], [-3.932, 0.317, -2.729], [-1.667, -3.326, -0.105], [2.918, 0.543, 2.485], [2.580, -3.375, 0.680], [3.664, 2.704, 1.025], [2.901, -0.522, 2.710], [-0.884, 1.641, 1.579], [-5.970, 1.247, -1.660], [-0.685, -6.660, -2.392], [-1.236, 6.159, 0.176], [3.842, 0.989, 2.905], [0.687, -1.605, -3.552], [-1.590, 4.531, -1.172], [2.740, 2.166, 0.736], [3.855, -1.368, 0.484], [-3.600, 2.557, 0.374], [3.811, 0.399, -0.731], [-4.115, -3.639, -0.400]], "gap_ev": [5.87, 5.73], "fmax_ha_per_bohr": 0.018, "multiplicity": 2, "homo_energy_ev": [-1.20, -1.06], "total_charge": -2, "energy_ev": -105611.608}


4.
{"formula": "C9H18N3", "method": "ωB97M-V/def2-TZVPD", "elements": ["C", "C", "C", "H", "C", "N", "H", "C", "C", "H", "N", "H", "H", "H", "N", "H", "H", "H", "H", "H", "H", "H", "C", "H", "C", "H", "H", "H", "C", "H"], "positions_angstrom": [[2.150, 1.061, -0.151], [-4.126, -0.423, 0.545], [0.299, -0.044, -0.842], [-4.175, -1.026, -0.257], [3.706, -0.800, 0.546], [2.918, 1.992, 0.370], [0.437, 2.199, -0.734], [1.468, -1.074, -0.402], [-2.025, 0.559, -0.668], [1.919, -3.148, -0.177], [0.891, 1.223, -0.602], [-1.234, -1.072, 0.430], [2.499, 2.987, 0.452], [-2.194, -0.136, -1.517], [2.559, -0.230, -0.116], [-0.685, 0.325, 1.108], [3.736, 1.829, 0.933], [-3.954, -0.998, 1.359], [-1.633, 1.549, -0.964], [-0.060, -0.254, -1.873], [3.501, -1.054, 1.564], [4.624, -0.104, 0.731], [-0.953, -0.128, 0.172], [4.085, -1.662, 0.026], [1.251, -2.368, -0.403], [0.311, -2.747, -0.710], [-3.957, 1.445, -0.533], [-5.166, -0.028, 0.464], [-3.258, 0.840, 0.180], [-2.934, 1.288, 1.069]], "gap_ev": 9.68, "fmax_ha_per_bohr": 0.102, "smiles": "C=C1[C@@H](CCCC)NC(=[NH2+])N1C", "homo_energy_ev": -12.61, "total_charge": 1, "energy_ev": -14087.597}


5.
{"formula": "C8H22CuO6", "method": "ωB97M-V/def2-TZVPD", "elements": ["H", "C", "H", "H", "C", "C", "H", "H", "H", "H", "O", "H", "H", "O", "H", "H", "O", "O", "H", "C", "H", "H", "H", "C", "H", "H", "H", "C", "H", "H", "O", "O", "C", "H", "H", "Cu", "C"], "positions_angstrom": [[-3.862, -0.653, 1.828], [-0.480, 2.048, 1.706], [2.655, -4.132, 0.355], [2.351, 2.452, -2.632], [-3.091, -1.422, 1.873], [-1.448, 2.410, 0.620], [-0.953, 2.149, 2.683], [-3.434, -2.237, 2.511], [-1.560, -2.323, 0.683], [-1.793, 3.442, 0.679], [1.449, -1.579, -0.240], [-2.315, -0.942, 2.471], [2.806, 0.889, -3.026], [-2.116, -0.822, -0.426], [-2.290, 1.724, 0.711], [3.081, -3.614, 2.009], [-0.994, 2.191, -0.640], [1.809, 1.242, -1.202], [2.136, -1.341, 1.737], [0.574, 1.349, -3.316], [0.318, 2.791, 1.698], [0.979, -2.485, 1.625], [-0.941, 0.173, -3.350], [1.818, -2.114, 1.037], [3.777, -2.819, 0.610], [0.747, 1.109, -4.365], [0.637, 0.613, 2.358], [2.865, -3.275, 0.996], [0.091, 2.325, -3.356], [-1.474, 2.831, -1.171], [-0.232, 0.330, -2.721], [0.113, 0.754, 1.566], [1.964, 1.433, -2.600], [-3.339, -2.316, 0.099], [2.622, 1.521, -0.774], [0.019, 0.077, -0.553], [-2.489, -1.777, 0.517]], "gap_ev": [2.79, 6.79], "fmax_ha_per_bohr": 0.053, "multiplicity": 3, "homo_energy_ev": [0.31, -4.51], "total_charge": -1, "energy_ev": -65571.453}


6.
{"formula": "C7H7I3Si", "method": "ωB97M-V/def2-TZVPD", "elements": ["H", "I", "C", "H", "H", "Si", "H", "H", "C", "H", "C", "C", "C", "C", "I", "H", "C", "I"], "positions_angstrom": [[1.889, 1.825, 2.899], [-0.121, -2.780, -4.063], [0.223, 0.518, -0.196], [-0.692, -1.972, 1.926], [-1.508, -1.543, 0.411], [-1.671, -1.124, -2.997], [0.851, 2.286, -1.228], [1.944, 3.167, 0.821], [-0.542, -1.616, 0.910], [0.059, -2.350, 0.373], [0.779, 0.225, 2.037], [1.451, 2.208, 0.846], [0.835, 1.721, -0.310], [1.414, 1.453, 2.003], [-3.911, -2.204, -2.739], [0.763, -0.359, 2.946], [0.145, -0.289, 0.900], [-1.909, 0.835, -4.538]], "gap_ev": [6.51, 7.71], "fmax_ha_per_bohr": 0.015, "homo_energy_ev": [-9.07, -8.44], "total_charge": 0, "energy_ev": -39551.813}


7.
{"formula": "C5H8BrN", "method": "ωB97M-V/def2-TZVPD", "elements": ["H", "H", "H", "C", "Br", "C", "C", "H", "H", "H", "H", "H", "C", "N", "C"], "positions_angstrom": [[-1.514, 1.287, -1.653], [2.189, -1.935, 1.725], [-0.408, 0.813, 1.876], [-0.963, 0.834, 0.852], [-0.838, -2.379, 0.972], [0.048, 0.102, -1.352], [-0.754, 0.769, -2.202], [-1.943, 0.353, 1.074], [0.678, -0.678, -1.626], [2.586, -0.233, 0.999], [-0.404, 1.092, -3.126], [-1.121, 1.769, 0.443], [1.816, -1.015, 1.212], [0.051, 0.138, 0.062], [0.579, -0.918, 0.744]], "gap_ev": 9.20, "fmax_ha_per_bohr": 0.073, "smiles": "C=CN(C)C(=C)Br", "homo_energy_ev": -8.51, "total_charge": 0, "energy_ev": -76844.738}


8.
{"formula": "C3H5N3", "method": "ωB97M-V/def2-TZVPD", "elements": ["H", "C", "N", "N", "C", "H", "C", "H", "N", "H", "H"], "positions_angstrom": [[-2.281, 1.639, 0.179], [-0.754, 0.299, -0.029], [-1.907, -1.822, -1.005], [-1.281, 1.508, 0.075], [-1.395, -0.878, -0.575], [1.220, -1.514, -0.126], [1.573, -0.509, 0.135], [2.162, -0.121, -0.706], [0.468, 0.368, 0.447], [2.230, -0.588, 1.005], [-0.035, 1.618, 0.600]], "gap_ev": 9.63, "fmax_ha_per_bohr": 0.023, "homo_energy_ev": -9.34, "total_charge": 0, "energy_ev": -7659.588}